The following is a DFT calculation (the ωB97M-V functional and the def2-TZVPD basis) of the molecule C2H7ClSi at a distorted geometry.

```
11
C2H7ClSi the ωB97M-V functional and the def2-TZVPD basis
C 0.011 -1.678 -0.632
Si 0.717 -0.157 0.316
C 0.283 1.660 -0.106
Cl 2.840 0.055 0.203
H -0.132 -1.565 -1.761
H 0.639 -2.536 -0.590
H -0.946 -2.040 -0.261
H 0.597 -0.176 1.710
H -0.295 1.875 -0.957
H -0.505 1.959 0.770
H 1.181 2.150 -0.175
```

ΔE to the lowest compared entry with this formula, charge and spin   0.00 kcal per mole
SMILES string   C[SiH](C)Cl
Spin multiplicity   1

=====

The following is a DFT calculation (the ωB97M-V functional and the def2-TZVPD basis) of a cluster of 15 separate species, C4H37NO14 in total at a distorted geometry.

```
56
C4H37NO14 the ωB97M-V functional and the def2-TZVPD basis
C -0.722 -1.860 -1.071
C -1.627 -0.848 -0.844
N -1.328 0.386 -1.313
C -2.232 1.548 -1.273
C -3.676 1.005 -1.887
H -0.693 -2.927 -0.969
H 0.207 -1.365 -1.416
H -2.588 -0.932 -0.318
H -0.397 0.471 -1.936
H -2.314 2.184 -0.282
H -1.793 2.293 -1.982
H -4.388 0.752 -1.123
H -3.894 1.823 -2.559
H -3.519 0.119 -2.483
H 0.633 -0.728 2.197
H -0.073 -0.354 0.853
O -0.182 -0.880 1.686
H 2.289 3.799 0.704
H 2.808 3.294 2.000
O 2.444 3.082 1.199
H 4.337 2.335 -0.532
H 4.327 0.988 -1.077
O 4.485 1.976 -1.381
H -3.166 -3.921 -0.785
H -3.708 -2.737 -1.766
O -3.807 -3.193 -0.972
H 3.679 -0.718 -0.123
H 2.872 0.408 0.557
O 3.671 0.019 0.434
H 1.737 0.768 -2.700
H 2.026 -0.007 -4.136
O 1.590 -0.037 -3.284
H 0.660 -3.821 1.170
H -0.334 -2.654 1.697
O -0.237 -3.584 1.625
H -1.145 2.610 2.522
H -1.397 2.075 1.326
O -0.932 2.867 1.591
H -1.712 0.119 2.320
H -2.727 0.402 3.406
O -1.996 0.795 2.927
H 1.710 0.207 3.879
H 0.383 0.732 3.169
O 1.312 0.508 3.077
H 3.732 -2.751 -0.086
H 2.534 -3.564 -0.743
O 2.751 -2.950 -0.036
H 0.528 0.681 -0.287
H 0.991 1.898 0.650
O 1.307 1.211 0.047
H 1.659 2.265 -1.301
H 2.842 2.408 -2.323
O 1.927 2.240 -2.168
H -2.150 -3.051 1.255
H -3.784 -2.730 1.255
O -2.921 -2.657 1.614
```

ΔE to the lowest compared entry with this formula, charge and spin   149.43 kcal per mole
Spin multiplicity   1

=====

The following is a DFT calculation (the ωB97M-V functional and the def2-TZVPD basis) of a cluster of 4 separate species, C14H31FN4O8S in total at a distorted geometry.

```
59
C14H31FN4O8S the ωB97M-V functional and the def2-TZVPD basis
C -2.449 1.098 -3.706
C -0.911 1.422 -3.999
C -0.662 2.382 -5.251
C 0.149 0.924 -3.252
C 0.252 -0.530 -2.644
C -0.900 -0.775 -1.573
C -0.652 -2.054 -0.654
C -2.032 -2.878 -0.623
C -0.138 -1.693 0.807
C -1.206 -0.934 1.682
N -0.822 -0.781 3.121
C -2.088 -0.456 3.899
S 0.225 0.546 3.356
O -0.324 1.852 2.908
O 1.567 0.351 2.733
F 0.471 0.680 5.002
H -3.113 1.698 -4.400
H -2.643 0.001 -3.865
H -2.638 1.406 -2.645
H -1.653 2.715 -5.690
H -0.093 1.822 -6.037
H -0.151 3.308 -4.873
H 1.048 1.589 -3.090
H 0.224 -1.345 -3.421
H 1.234 -0.647 -2.091
H -1.865 -0.943 -2.123
H -0.909 0.122 -0.893
H 0.088 -2.748 -1.165
H -2.841 -2.097 -0.461
H -2.265 -3.342 -1.627
H -2.053 -3.642 0.211
H 0.808 -1.074 0.735
H 0.133 -2.688 1.285
H -1.463 0.066 1.212
H -2.167 -1.534 1.684
H -2.948 -0.209 3.210
H -1.957 0.467 4.541
H -2.306 -1.367 4.529
C 4.844 1.926 -1.738
N 4.044 1.109 -2.688
O 3.636 1.654 -3.694
O 3.856 -0.051 -2.385
H 4.931 2.935 -2.133
H 4.318 1.928 -0.786
H 5.820 1.462 -1.648
C 5.973 2.262 2.274
N 6.990 2.756 1.308
O 7.844 3.505 1.729
O 6.890 2.370 0.158
H 6.186 2.685 3.251
H 4.997 2.585 1.917
H 6.045 1.176 2.298
C -6.028 -3.160 3.860
N -5.096 -2.145 3.305
O -5.225 -0.998 3.684
O -4.268 -2.538 2.506
H -6.706 -2.669 4.553
H -6.575 -3.593 3.025
H -5.428 -3.910 4.371
```

SMILES string   CC(C)=CCC[C@H](C)CCN(C)S(=O)(=O)F.C[N+](=O)[O-].C[N+](=O)[O-].C[N+](=O)[O-]
Spin multiplicity   1
Energy   -1870.60201 Ha

=====

The following is a DFT calculation (the ωB97M-V functional and the def2-TZVPD basis) of a structure of composition C23H28LiN2O5P2.

```
61
C23H28LiN2O5P2 the ωB97M-V functional and the def2-TZVPD basis
Li -0.222 -2.447 0.305
C 2.927 -1.694 1.379
P 1.934 -1.426 -0.141
C 0.906 0.046 0.369
N 1.647 1.094 0.878
C 0.782 2.004 1.468
C 1.257 3.097 2.361
C 0.383 3.963 2.892
C -1.084 3.982 2.764
C -1.882 3.143 2.092
C -1.297 2.029 1.290
N -2.076 1.138 0.567
C -1.290 0.080 0.175
P -2.257 -1.403 -0.417
C -3.895 -1.078 0.328
C -2.528 -1.090 -2.254
C -3.780 -1.867 -2.672
C -1.312 -1.671 -2.986
C -2.687 0.392 -2.589
C 3.191 -0.696 -1.355
C 3.805 -1.895 -2.086
C 4.289 0.113 -0.663
C 2.464 0.195 -2.366
H 3.190 -0.727 1.805
H 3.823 -2.271 1.147
H 2.327 -2.262 2.089
H 2.317 3.153 2.580
H 0.780 4.730 3.550
H -1.565 4.760 3.348
H -2.961 3.234 2.129
H -4.604 -1.856 0.046
H -4.239 -0.091 0.029
H -3.769 -1.082 1.410
H -3.746 -2.895 -2.297
H -3.848 -1.908 -3.763
H -4.686 -1.391 -2.294
H -1.224 -2.745 -2.799
H -0.400 -1.181 -2.643
H -1.403 -1.514 -4.066
H -3.512 0.838 -2.030
H -2.886 0.513 -3.660
H -1.784 0.944 -2.337
H 4.283 -2.584 -1.384
H 4.561 -1.556 -2.800
H 3.036 -2.445 -2.633
H 4.966 -0.525 -0.091
H 3.838 0.853 -0.004
H 4.881 0.635 -1.422
H 1.663 -0.348 -2.873
H 3.175 0.544 -3.121
H 2.028 1.061 -1.871
O -0.573 1.527 4.566
C -0.474 0.775 3.619
C -0.341 1.092 2.193
O -0.180 2.575 0.557
C -0.278 -0.202 1.433
C -0.327 -1.288 2.366
O -0.233 -2.504 2.066
C -0.463 -0.740 3.745
O -0.533 -1.380 4.769
O -0.114 0.252 -0.700
```

ΔE to the lowest compared entry with this formula, charge and spin   6.91 kcal per mole
Spin multiplicity   1
Net charge   -1

=====

The following is a DFT calculation (the ωB97M-V functional and the def2-TZVPD basis) of the ion C5H12NS with charge -1 at a distorted geometry.

```
19
C5H12NS the ωB97M-V functional and the def2-TZVPD basis
C -2.719 0.206 0.897
C -1.277 0.332 1.464
C -0.340 -0.719 0.770
N 0.289 0.047 -0.339
C 1.707 -0.516 -0.668
C 2.279 0.588 -1.628
S 4.093 0.667 -2.158
H -3.427 -0.162 1.645
H -3.070 1.209 0.491
H -2.775 -0.530 0.121
H -0.790 1.339 1.279
H -1.202 0.322 2.530
H 0.462 -1.055 1.361
H -0.923 -1.669 0.436
H -0.215 0.231 -1.140
H 1.864 -1.418 -1.271
H 2.251 -0.664 0.212
H 1.851 0.256 -2.591
H 1.942 1.536 -1.413
```

ΔE to the lowest compared entry with this formula, charge and spin   40.79 kcal per mole
SMILES string   CCCNCC[S-]
Spin multiplicity   1
Net charge   -1

=====

The following is a DFT calculation (the ωB97M-V functional and the def2-TZVPD basis) of the molecule C5H7NOS at a distorted geometry.

```
15
C5H7NOS the ωB97M-V functional and the def2-TZVPD basis
H 0.897 -1.557 -1.942
N 0.271 -0.762 -1.827
C 0.128 -0.236 -0.773
C -0.795 0.907 -0.668
C 0.523 -0.608 0.625
C -0.094 -1.922 1.150
S -1.815 -2.381 0.531
C -0.199 -2.975 0.191
O 0.302 -3.902 -0.323
H -0.729 1.353 0.311
H -1.779 0.616 -1.063
H -0.430 1.681 -1.254
H 1.665 -0.682 0.831
H 0.152 0.200 1.331
H -0.002 -1.984 2.250
```

ΔE to the lowest compared entry with this formula, charge and spin   63.16 kcal per mole
SMILES string   [H]/N=C(/C)C[C@H]1SC1=O
Spin multiplicity   1

=====

The following is a DFT calculation (the ωB97M-V functional and the def2-TZVPD basis) of a structure of composition AuFHMgNO3S2 at a distorted geometry.

```
10
AuFHMgNO3S2 the ωB97M-V functional and the def2-TZVPD basis
Au -1.008 -0.800 -3.096
N 0.503 0.527 -0.892
S 0.876 0.594 -2.636
S -0.997 0.395 -0.463
O -0.049 -0.352 2.032
O -1.826 -0.324 -1.508
F -1.634 1.953 -0.676
Mg 1.619 0.064 1.058
O 1.281 -0.560 2.980
H 1.236 -1.498 3.200
```

ΔE to the lowest compared entry with this formula, charge and spin   88.95 kcal per mole
Spin multiplicity   4
<S²>   3.775
Net charge   +1

=====

The following is a DFT calculation (the ωB97M-V functional and the def2-TZVPD basis) of a structure of composition C49H38BrN4OS2V at a distorted geometry.

```
96
C49H38BrN4OS2V the ωB97M-V functional and the def2-TZVPD basis
V -0.732 2.084 0.640
Br -4.429 1.889 -5.708
C -3.245 2.008 -4.238
C -1.902 2.313 -4.462
C -1.034 2.403 -3.393
C -1.505 2.207 -2.111
O -0.642 2.295 -1.050
C -2.845 1.907 -1.876
C -3.395 1.782 -0.533
N -2.689 1.943 0.537
C -3.260 1.985 1.858
C -4.474 1.551 2.224
C -4.899 1.651 3.585
C -4.095 2.187 4.529
C -2.813 2.684 4.162
C -1.919 3.294 5.062
C -0.756 3.822 4.614
C -0.443 3.741 3.239
N -1.213 3.127 2.375
C -2.407 2.585 2.832
C -3.716 1.804 -2.968
H -1.546 2.481 -5.470
H 0.019 2.611 -3.534
H -4.463 1.604 -0.442
H -5.127 1.080 1.492
H -5.883 1.289 3.857
H -4.416 2.248 5.566
H -2.184 3.352 6.117
H -0.056 4.302 5.288
H 0.460 4.172 2.846
H -4.763 1.564 -2.802
S 1.593 2.395 1.077
C 2.568 0.967 1.518
N 3.990 1.128 1.535
C 4.767 0.009 2.033
C 4.239 -1.280 1.424
N 2.870 -1.440 1.796
C 2.336 -2.788 1.867
C 2.248 -3.451 0.500
C 3.281 -4.221 -0.027
C 3.169 -4.792 -1.296
C 2.010 -4.606 -2.046
C 0.972 -3.832 -1.530
C 1.098 -3.255 -0.270
C 2.044 -0.237 1.750
S 0.353 -0.479 2.159
C 4.713 2.305 1.060
C 5.734 1.972 -0.019
C 7.095 2.199 0.154
C 8.013 1.846 -0.840
C 7.569 1.251 -2.014
C 6.203 1.017 -2.193
C 5.297 1.375 -1.202
H 4.708 -0.059 3.124
H 5.806 0.149 1.746
H 4.802 -2.147 1.791
H 4.379 -1.218 0.333
H 1.336 -2.734 2.271
H 2.948 -3.391 2.549
H 4.181 -4.387 0.563
H 3.990 -5.379 -1.700
H 1.914 -5.065 -3.027
H 0.063 -3.673 -2.109
H 0.291 -2.637 0.127
H 5.214 2.813 1.892
H 3.982 2.990 0.653
H 7.443 2.659 1.078
H 9.075 2.030 -0.690
H 8.277 0.969 -2.785
H 5.848 0.552 -3.108
H 4.232 1.188 -1.336
C -0.588 0.074 0.757
C -1.349 -0.731 0.072
C -2.304 -1.343 -0.587
C -2.070 -1.845 -1.996
C -0.977 -1.371 -2.734
C -0.779 -1.751 -4.055
C -1.661 -2.635 -4.672
C -2.723 -3.148 -3.941
C -2.927 -2.758 -2.615
C -3.646 -1.391 0.109
C -3.726 -1.644 1.482
C -4.953 -1.644 2.142
C -6.130 -1.392 1.442
C -6.064 -1.118 0.080
C -4.836 -1.113 -0.578
H -0.278 -0.690 -2.256
H 0.064 -1.350 -4.609
H -1.517 -2.923 -5.708
H -3.403 -3.857 -4.399
H -3.756 -3.182 -2.057
H -2.808 -1.844 2.031
H -4.989 -1.848 3.208
H -7.090 -1.417 1.952
H -6.972 -0.906 -0.475
H -4.795 -0.875 -1.637
```

ΔE to the lowest compared entry with this formula, charge and spin   14.60 kcal per mole
Spin multiplicity   1

=====

The following is a DFT calculation (the ωB97M-V functional and the def2-TZVPD basis) of a structure of composition C28H75Br2F3GaO11S11 at a distorted geometry.

```
131
C28H75Br2F3GaO11S11 the ωB97M-V functional and the def2-TZVPD basis
C 2.435 2.952 1.075
C 2.121 2.749 -0.223
Ga 0.849 1.261 -0.889
C -0.534 0.761 0.553
C -1.991 1.178 0.352
C -2.314 2.653 0.163
F -2.373 3.011 -1.147
Br -1.088 3.827 1.093
C -3.730 2.994 0.722
F -3.741 3.021 2.069
F -4.152 4.202 0.283
Br -5.105 1.727 0.113
H 2.427 3.978 1.461
H 2.768 2.188 1.767
H 2.567 3.442 -0.942
H 0.204 1.683 -2.295
H 1.774 -0.048 -1.091
H -0.544 -0.327 0.565
H -0.161 1.060 1.529
H -2.550 0.890 1.246
H -2.441 0.660 -0.489
C 6.611 0.344 2.803
S 5.035 0.217 3.643
O 4.007 0.310 2.578
C 5.119 1.824 4.446
H 6.743 -0.549 2.197
H 6.599 1.222 2.157
H 7.425 0.417 3.526
H 5.236 2.604 3.691
H 5.954 1.833 5.145
H 4.191 1.979 4.991
C 8.619 0.592 7.648
S 7.028 0.482 8.477
O 5.987 0.572 7.424
C 7.115 2.095 9.268
H 8.746 -0.309 7.053
H 8.633 1.468 6.999
H 9.413 0.655 8.393
H 7.231 2.869 8.509
H 7.953 2.113 9.964
H 6.185 2.250 9.810
C 6.287 1.536 -0.989
S 7.116 -0.023 -1.307
O 7.958 -0.333 -0.116
C 8.231 0.596 -2.577
H 5.566 1.378 -0.187
H 7.022 2.285 -0.689
H 5.758 1.854 -1.887
H 8.837 1.406 -2.170
H 7.647 0.947 -3.428
H 8.873 -0.225 -2.888
C -6.724 6.375 -0.418
S -5.773 7.665 -1.229
O -6.548 8.931 -1.113
C -6.013 7.048 -2.899
H -6.735 6.591 0.648
H -7.742 6.374 -0.807
H -6.245 5.412 -0.589
H -7.080 7.003 -3.123
H -5.560 6.061 -2.987
H -5.521 7.738 -3.581
C 0.660 -4.021 -2.539
S 1.646 -2.788 -3.398
O 0.957 -1.491 -3.217
C 1.256 -3.367 -5.057
H 0.731 -3.827 -1.471
H -0.379 -3.942 -2.858
H 1.049 -5.017 -2.756
H 0.177 -3.349 -5.215
H 1.631 -4.385 -5.184
H 1.742 -2.703 -5.770
C 1.353 -7.428 -7.867
S 2.086 -7.994 -6.325
O 1.441 -7.231 -5.231
C 3.700 -7.251 -6.606
H 0.314 -7.749 -7.878
H 1.401 -6.340 -7.916
H 1.886 -7.875 -8.707
H 3.587 -6.175 -6.746
H 4.160 -7.704 -7.485
H 4.314 -7.445 -5.730
C -2.727 -2.116 -4.764
S -2.990 -3.888 -4.620
O -2.102 -4.547 -5.617
C -4.651 -3.879 -5.301
H -1.717 -1.890 -4.420
H -2.839 -1.816 -5.806
H -3.447 -1.593 -4.135
H -4.632 -3.452 -6.305
H -5.302 -3.298 -4.649
H -5.011 -4.904 -5.343
C 3.114 -1.308 6.631
S 2.785 -3.041 6.973
O 3.624 -3.846 6.045
C 1.112 -3.057 6.327
H 4.140 -1.088 6.923
H 2.986 -1.105 5.567
H 2.431 -0.693 7.218
H 1.123 -2.750 5.281
H 0.492 -2.379 6.915
H 0.721 -4.068 6.412
C -3.202 12.166 -5.050
S -3.293 10.378 -4.882
O -2.287 9.803 -5.807
C -4.900 10.206 -5.672
H -2.243 12.489 -4.650
H -3.274 12.438 -6.103
H -4.009 12.625 -4.479
H -4.855 10.611 -6.683
H -5.652 10.728 -5.081
H -5.139 9.145 -5.713
C -2.165 -5.322 9.215
S -1.119 -6.315 8.142
O -0.705 -5.441 7.016
C -2.432 -7.375 7.525
H -1.542 -4.557 9.672
H -2.952 -4.853 8.625
H -2.594 -5.957 9.990
H -3.201 -6.766 7.050
H -2.853 -7.949 8.351
H -1.997 -8.052 6.793
C -7.954 -2.065 -2.262
S -8.274 -3.827 -2.111
O -7.413 -4.513 -3.107
C -9.935 -3.776 -2.798
H -6.937 -1.881 -1.921
H -8.055 -1.764 -3.305
H -8.654 -1.514 -1.634
H -9.902 -3.359 -3.805
H -10.575 -3.173 -2.155
H -10.311 -4.796 -2.836
```

Spin multiplicity   1
Energy   -13691.50507 Ha
Net charge   -1

=====

The following is a DFT calculation (the ωB97M-V functional and the def2-TZVPD basis) of a structure of composition H3O4PSi at a distorted geometry.

```
9
H3O4PSi the ωB97M-V functional and the def2-TZVPD basis
O 0.757 -2.310 -0.057
O -0.830 -1.348 1.582
O 1.530 -0.464 1.615
O 0.095 2.346 0.130
Si -0.306 1.195 -0.764
P 0.449 -1.160 0.890
H -1.834 1.312 -1.103
H 0.267 0.704 -2.100
H -0.128 -0.276 -0.193
```

ΔE to the lowest compared entry with this formula, charge and spin   20.55 kcal per mole
Spin multiplicity   1
Net charge   -2

=====

The following is a DFT calculation (the ωB97M-V functional and the def2-TZVPD basis) of the ion C3H6N3 with charge +1 at a distorted geometry.

```
12
C3H6N3 the ωB97M-V functional and the def2-TZVPD basis
C 1.902 1.006 0.055
C 2.254 -1.263 -0.113
C -1.312 -0.380 0.114
N 2.485 -0.143 0.078
N 0.567 0.870 -0.063
N 0.067 -0.266 -0.090
H 2.539 1.821 0.237
H 2.368 -2.289 0.219
H -1.724 -0.120 -0.921
H -1.465 -1.341 0.378
H -1.758 0.317 0.774
H 0.038 1.685 -0.144
```

ΔE to the lowest compared entry with this formula, charge and spin   103.77 kcal per mole
Spin multiplicity   1
Net charge   +1

=====

The following is a DFT calculation (the ωB97M-V functional and the def2-TZVPD basis) of the ion C5H11N4 with charge +1 at a distorted geometry.

```
20
C5H11N4 the ωB97M-V functional and the def2-TZVPD basis
C 1.368 1.743 -2.283
N 0.523 0.846 -1.551
C 0.841 0.298 -0.368
N 1.967 0.086 0.210
C 1.713 -0.359 1.469
N 0.287 -0.777 1.551
C -0.365 -0.295 0.533
N -1.565 -0.649 0.130
C -2.629 -1.212 0.807
H 1.740 2.515 -1.628
H 2.316 1.180 -2.580
H 0.855 2.024 -3.240
H -0.361 0.923 -1.914
H 2.235 -1.246 1.904
H 1.914 0.587 2.162
H -0.161 -1.401 2.215
H -1.929 -0.061 -0.645
H -2.862 -2.143 0.482
H -2.305 -1.367 1.907
H -3.583 -0.693 0.838
```

ΔE to the lowest compared entry with this formula, charge and spin   40.23 kcal per mole
SMILES string   CNC1=NCN/C1=[NH+]\C
Spin multiplicity   1
Net charge   +1